(1)
Computed, not measured: 5 unconnected molecules or ions with the total composition C5H15N5O10 in a non-equilibrium geometry, with wB97M-V/def2-TZVPD.

Atoms and positions in Å:
C (1.3620, 0.9330, -3.6609)
N (1.1777, 1.7540, -2.4119)
O (0.4643, 1.2903, -1.5059)
O (1.6652, 2.8706, -2.4355)
H (1.3099, 1.5394, -4.5651)
H (0.5598, 0.2066, -3.5302)
H (2.2974, 0.4673, -3.3507)
C (0.4391, -1.1810, 0.2437)
N (0.1479, -2.0202, -0.9583)
O (-1.0047, -1.9986, -1.3029)
O (1.0874, -2.4929, -1.6802)
H (0.6214, -1.7541, 1.1527)
H (-0.4388, -0.5560, 0.4076)
H (1.2173, -0.5065, -0.1133)
C (-3.2240, 1.7757, 3.8438)
N (-1.9244, 2.1689, 3.2125)
O (-1.5429, 3.3220, 3.3809)
O (-1.2398, 1.3092, 2.5709)
H (-3.0224, 1.5455, 4.8900)
H (-3.5327, 0.8120, 3.4387)
H (-3.8366, 2.6772, 3.8576)
C (3.5872, -3.3383, 0.8119)
N (3.9078, -2.8636, 2.1478)
O (4.2528, -1.7075, 2.1435)
O (3.5839, -3.5396, 3.1395)
H (3.8931, -2.5886, 0.0822)
H (2.5671, -3.5732, 0.5082)
H (4.2552, -4.1845, 0.6509)
C (-2.9422, 0.8707, -1.3042)
N (-2.4081, 2.0943, -1.9706)
O (-2.1115, 1.9986, -3.1231)
O (-2.2742, 3.1092, -1.2897)
H (-2.0284, 0.4258, -0.9105)
H (-3.3002, 0.0574, -1.9356)
H (-3.5656, 1.0768, -0.4341)

Force components x, y, z for each atom (eV/Å):
C -0.529 -0.694 2.056
N -2.051 0.770 0.115
O 1.605 0.881 -1.408
O 0.101 -0.365 0.573
H 0.332 -0.049 0.427
H 0.206 -0.230 -0.612
H 0.210 -0.315 -1.100
C -0.058 0.041 -1.668
N 3.438 0.741 3.808
O -6.068 -0.033 -2.229
O 1.798 -0.352 -0.571
H 0.463 -0.083 -0.028
H -0.007 -0.166 0.080
H 0.545 -0.112 0.805
C 0.816 -0.274 0.534
N 2.731 -1.001 -1.482
O -0.745 -1.041 0.010
O -2.451 2.027 1.928
H 0.413 0.199 0.067
H -0.431 0.615 -0.530
H -0.321 -0.518 -0.538
C 1.269 -1.088 -2.238
N -2.983 0.292 0.682
O 1.002 0.421 1.277
O 1.139 0.743 -1.232
H 0.014 0.143 0.408
H -0.249 -0.066 1.009
H -0.345 -0.357 -0.061
C 1.036 -0.746 0.994
N -1.080 0.384 1.473
O 0.442 -0.008 -1.376
O -0.191 -0.828 -0.384
H 0.218 -0.155 0.175
H -0.203 0.776 -0.515
H -0.067 0.446 -0.447

Summary:
Charge: -1
E: -1225.1782 a.u.
Lowest unoccupied orbital energy (spin up / spin down): 2.047 / 2.056 eV
Multiplicity: 2
Energy above the lowest of the compared OMol25 structures with the same formula, charge and spin: 0.910 eV

(2)
Computed, not measured: 5 unconnected molecules or ions with the total composition C5H15N5O10 in a non-equilibrium geometry, with wB97M-V/def2-TZVPD.

Atoms and positions in Å:
C (-0.9280, 1.5402, -0.6089)
N (0.5217, 1.2417, -0.6799)
O (0.9311, 0.2328, -1.2732)
O (1.2412, 2.1300, -0.2401)
H (-1.4347, 0.6617, -0.2095)
H (-1.2944, 1.9138, -1.5651)
H (-1.0225, 2.3200, 0.1468)
C (3.1976, -2.0133, -1.8490)
N (2.4875, -2.4613, -0.6143)
O (1.3097, -2.7874, -0.6957)
O (3.0623, -2.3286, 0.4392)
H (4.1675, -2.4954, -1.9712)
H (3.4175, -0.9505, -1.7482)
H (2.5669, -2.1753, -2.7232)
C (-0.2812, -1.4691, 2.7951)
N (-0.9301, -2.2976, 3.7867)
O (-0.2502, -3.1393, 4.2361)
O (-2.0922, -1.9790, 4.1816)
H (-1.0185, -1.1404, 2.0626)
H (0.5245, -2.0769, 2.3835)
H (0.1360, -0.5976, 3.2996)
C (-4.4650, 1.1465, -5.3274)
N (-3.4487, 0.7689, -4.3059)
O (-2.7854, -0.2261, -4.4785)
O (-3.3709, 1.6295, -3.4639)
H (-4.3420, 2.1307, -5.7793)
H (-5.2828, 1.1606, -4.6069)
H (-4.7402, 0.4151, -6.0873)
C (2.2767, 1.7207, 4.0806)
N (1.5594, 1.2581, 2.8709)
O (0.5775, 1.8880, 2.5133)
O (2.2278, 0.4699, 2.1990)
H (2.2543, 2.8004, 4.2286)
H (3.3563, 1.5707, 4.0956)
H (1.8713, 1.1386, 4.9082)

Force components x, y, z for each atom (eV/Å):
C -0.190 -0.056 1.124
N 1.283 1.106 -0.443
O -0.660 0.532 0.566
O -0.298 -0.934 -0.608
H -0.071 -0.053 -0.571
H 0.121 -0.479 -0.047
H 0.127 -0.055 -0.107
C 0.220 0.242 -0.602
N -0.993 0.846 0.473
O 0.677 -0.287 -0.590
O 0.629 -0.349 -0.125
H -0.241 -0.372 0.360
H -0.393 -0.032 0.280
H -0.031 -0.072 0.326
C 0.203 0.604 -1.215
N -3.196 2.916 0.320
O 0.964 -2.812 1.740
O 2.085 -0.989 -0.781
H 0.211 -0.028 0.087
H -0.136 0.383 -0.182
H -0.024 0.020 -0.029
C -1.950 -0.572 0.445
N 0.593 0.901 -2.503
O -0.012 0.017 0.798
O 0.761 -0.443 1.196
H 0.519 -0.138 0.498
H -0.712 0.528 -0.654
H 0.798 -0.280 0.217
C 0.111 0.197 0.337
N 2.911 0.248 4.345
O -3.755 2.172 -1.603
O 1.464 -2.600 -2.895
H -0.984 0.172 0.091
H 0.036 -0.773 -0.694
H -0.071 0.439 0.443

Summary:
Charge: -1
E: -1225.1769 a.u.
Lowest unoccupied orbital energy (spin up / spin down): 1.812 / 1.813 eV
Multiplicity: 2
Energy above the lowest of the compared OMol25 structures with the same formula, charge and spin: 0.945 eV

(3)
Computed, not measured: 2 unconnected molecules or ions with the total composition C5H15NO in a non-equilibrium geometry, with wB97M-V/def2-TZVPD.

Atoms and positions in Å:
C (1.1115, -1.0386, -0.3174)
N (0.9597, 0.0455, 0.6844)
C (-0.3620, 0.7121, 0.9188)
C (-1.0405, 1.3485, -0.3279)
C (1.2748, -0.3502, 2.1610)
C (1.5780, -0.3216, -1.5559)
H (0.1946, -1.6208, -0.4089)
H (1.8583, -1.7481, 0.0570)
H (-0.1475, 1.4662, 1.6743)
H (-1.0924, -0.0650, 1.2173)
H (-1.9070, 0.9236, -0.7836)
H (-1.4290, 2.3157, 0.0803)
H (-0.2812, 1.6178, -1.0617)
H (1.9094, 0.4563, 2.4999)
H (1.9146, -1.2170, 1.9561)
H (0.4216, -0.6205, 2.7852)
H (1.9051, -0.9919, -2.3943)
H (0.6764, 0.0690, -2.0448)
H (2.3273, 0.4603, -1.5307)
H (-3.0167, 0.2517, -1.2803)
H (-3.3832, -1.1259, -0.7666)
O (-3.4719, -0.5672, -1.5623)

Force components x, y, z for each atom (eV/Å):
C 0.387 1.103 1.446
N -0.815 0.150 3.146
C -0.468 -1.446 -2.544
C 1.162 2.397 1.489
C 1.235 -0.752 -3.424
C -0.978 -1.269 -3.082
H -0.217 0.042 -0.561
H 0.075 0.208 -0.012
H -0.369 -0.090 0.053
H 0.176 0.376 0.724
H 0.422 -0.552 0.241
H 0.124 -0.424 -0.562
H -0.219 0.003 -0.158
H -0.150 0.195 0.760
H 0.038 -0.033 0.983
H 0.010 0.183 -0.115
H 0.058 -0.063 0.845
H 0.224 0.485 0.231
H 0.004 0.035 0.874
H -0.752 -0.782 -0.399
H -0.018 -0.036 -0.013
O 0.070 0.274 0.078

Summary:
Charge: -1
E: -329.3737 a.u.
Lowest unoccupied orbital energy (spin up / spin down): 3.950 / 3.743 eV
Multiplicity: 2
Energy above the lowest of the compared OMol25 structures with the same formula, charge and spin: 2.162 eV

(4)
Computed, not measured: 2 unconnected molecules or ions with the total composition C5H15NO, with wB97M-V/def2-TZVPD.

Atoms and positions in Å:
C (2.1504, 1.3103, 0.5598)
O (1.6932, 0.5921, -0.5546)
C (1.6497, 0.7517, 1.8779)
H (1.8329, 2.3623, 0.4850)
H (3.2383, 1.2829, 0.5599)
H (2.0625, 1.3189, 2.7200)
H (1.9643, -0.2807, 2.0000)
H (0.5621, 0.8191, 1.9488)
C (-1.4428, 0.5414, -2.1482)
C (-1.6822, -0.1327, -0.8141)
N (-0.5629, -1.0038, -0.4749)
C (-0.8221, -1.8294, 0.7011)
H (-1.3555, -0.2110, -2.9448)
H (-2.2818, 1.1819, -2.4115)
H (-0.5193, 1.1161, -2.1262)
H (-1.7831, 0.6136, -0.0348)
H (-2.6331, -0.6783, -0.8421)
H (0.9298, 0.0156, -0.3151)
H (-0.3887, -1.6173, -1.2636)
H (-0.8995, -1.2016, 1.5844)
H (0.0165, -2.5108, 0.8768)
H (-1.7285, -2.4401, 0.6163)

Force components x, y, z for each atom (eV/Å):
C -0.301 0.130 0.222
O 0.171 -0.024 -0.123
C 0.097 0.274 0.202
H 0.128 -0.029 -0.057
H 0.254 0.115 -0.065
H -0.011 0.010 -0.065
H -0.141 -0.234 -0.008
H 0.005 -0.156 -0.046
C 0.032 -0.280 -0.255
C -0.090 -0.082 -0.155
N -0.080 -0.067 0.249
C 0.290 -0.284 -0.172
H 0.012 0.106 0.116
H -0.040 0.161 -0.004
H 0.053 0.089 -0.022
H 0.012 0.199 0.265
H -0.021 -0.153 0.015
H -0.126 -0.052 -0.211
H 0.037 -0.019 -0.021
H -0.156 0.107 0.163
H 0.006 0.091 -0.061
H -0.132 0.098 0.035

Summary:
Charge: -1
E: -329.4296 a.u.
Lowest unoccupied orbital energy (spin up / spin down): 3.953 / 3.811 eV
Multiplicity: 2
Energy above the lowest of the compared OMol25 structures with the same formula, charge and spin: 0.641 eV

(5)
Computed, not measured: 2 unconnected molecules or ions with the total composition C5H15NO in a non-equilibrium geometry, with wB97M-V/def2-TZVPD.

Atoms and positions in Å:
C (-0.1889, -1.3090, 1.7105)
C (-0.1241, -0.7577, 0.2739)
C (1.0897, 0.1856, 0.1097)
C (1.1383, 0.7178, -1.3147)
C (1.1344, 1.3312, 1.1303)
N (-1.3512, -0.0040, -0.0507)
H (0.7746, -1.7215, 2.0251)
H (-1.0118, -2.0245, 1.7906)
H (-0.4659, -0.5183, 2.4055)
H (-0.0289, -1.5684, -0.4440)
H (1.9581, -0.4303, 0.3820)
H (1.2238, -0.1173, -2.0213)
H (0.2724, 1.3284, -1.4882)
H (2.0269, 1.3440, -1.4847)
H (1.0802, 0.9458, 2.1564)
H (0.3576, 2.0928, 1.0457)
H (2.1313, 1.7823, 1.0844)
H (-1.3968, 0.7970, 0.5672)
H (-2.1805, -0.5560, 0.1409)
H (-2.0719, -0.9177, -3.3457)
H (-1.8573, -0.2365, -1.9789)
O (-2.5103, -0.3636, -2.6943)

Force components x, y, z for each atom (eV/Å):
C -0.247 0.021 -0.560
C -0.080 0.847 1.068
C -0.474 -0.072 0.364
C 1.285 -0.313 0.161
C 0.330 -0.426 0.569
N 0.150 -0.194 -0.456
H -0.127 -0.188 0.111
H 0.246 -0.300 0.021
H 0.154 0.155 0.027
H 0.034 -0.147 -0.117
H 0.074 0.007 -0.465
H -0.360 0.161 -0.098
H -0.465 0.096 -0.381
H -0.135 -0.068 0.153
H -0.095 -0.022 -0.182
H 0.083 0.031 -0.290
H -0.162 0.346 -0.157
H -0.106 0.116 0.039
H -0.035 -0.166 0.163
H 0.034 -0.034 0.001
H -0.144 0.198 0.222
O 0.038 -0.049 -0.193

Summary:
Charge: -1
E: -329.4532 a.u.
Lowest unoccupied orbital energy (spin up / spin down): 3.891 / 3.780 eV
Multiplicity: 2
Energy above the lowest of the compared OMol25 structures with the same formula, charge and spin: 0.000 eV